1.
ORCA calculation (ωB97M-V/def2-TZVPD) on an isolated molecule of C4H6OS in a non-equilibrium geometry.

ORCA input file:
```
! RIJCOSX wB97M-V def2-TZVPD def2/J DEFGRID3
* xyz 0 1
C 0.974 -1.162 0.064
O 1.445 -0.013 -0.634
C 1.002 1.150 0.008
C -0.322 0.762 0.697
S -1.475 -0.023 -0.435
C -0.267 -0.699 0.718
H 1.740 -1.447 0.782
H 0.885 -1.955 -0.686
H 1.729 1.420 0.776
H 0.909 1.991 -0.728
H -0.801 1.396 1.433
H -0.755 -1.225 1.533
*
```

Computed properties:
* ΔE to the lowest compared entry with this formula, charge and spin: 1.286 eV
* SMILES: C1OC[C@H]2S[C@@H]12
* calculated total energy: -629.39992 Eh

Here are the natural (NBO) charges for atoms 1 to 8, given in e: number 1, C, carries -0.0848; number 2, O, carries -0.5190; number 3, C, carries -0.0741; number 4, C, carries -0.3314; number 5, S, carries 0.0995; number 6, C, carries -0.3341; number 7, H, carries 0.1750; number 8, H, carries 0.2078


2.
ORCA calculation (ωB97M-V/def2-TZVPD) on a cluster of 9 separate species, C35H45Cl33NO5 in total in a non-equilibrium geometry.

ORCA input file:
```
! RIJCOSX wB97M-V def2-TZVPD def2/J DEFGRID3
* xyz -1 1
C 1.384 -0.844 0.352
C 0.935 -2.109 1.096
O -0.382 -2.586 0.817
N -1.273 -1.592 0.406
C -2.151 -1.251 1.514
O -1.441 -0.951 2.734
C -0.730 0.209 2.723
C 0.468 0.214 3.473
C 1.308 1.321 3.560
C 0.945 2.488 2.881
C -0.246 2.519 2.173
C -1.074 1.404 2.090
C -1.969 -1.909 -0.863
C -1.705 -3.327 -1.448
C -0.540 -3.495 -2.447
C 0.861 -3.745 -1.857
Cl 0.893 -5.090 -0.644
C -1.595 -0.759 -1.859
C -1.639 0.639 -1.184
C -1.890 1.688 -2.311
C -1.237 3.069 -2.004
C -0.027 3.264 -2.956
C 0.678 4.620 -2.749
C 1.427 4.770 -1.372
C 1.936 3.448 -0.754
C 3.086 2.768 -1.526
C 3.874 1.874 -0.509
C 4.848 2.756 0.335
C 6.325 2.319 0.208
O 6.336 0.921 0.485
C 7.339 0.260 -0.269
C -3.554 -1.825 -0.749
O -4.128 -2.785 -0.169
O -4.203 -0.869 -1.252
H 1.249 0.095 0.906
H 2.475 -0.943 0.191
H 0.941 -0.716 -0.642
H 1.649 -2.906 0.834
H 1.021 -2.013 2.193
H -2.798 -0.391 1.308
H -2.751 -2.143 1.765
H 0.752 -0.695 4.001
H 2.253 1.276 4.159
H 1.584 3.371 2.896
H -0.566 3.411 1.628
H -2.002 1.470 1.526
H -2.612 -3.585 -2.018
H -1.651 -4.110 -0.681
H -0.767 -4.412 -3.021
H -0.449 -2.700 -3.199
H 1.478 -4.132 -2.683
H 1.377 -2.849 -1.499
H -2.269 -0.744 -2.727
H -0.574 -0.874 -2.269
H -2.527 0.682 -0.545
H -0.701 0.894 -0.676
H -1.569 1.314 -3.298
H -2.974 1.852 -2.408
H -0.879 3.077 -0.964
H -1.937 3.905 -2.163
H 0.674 2.422 -2.867
H -0.420 3.243 -3.987
H -0.122 5.390 -2.783
H 1.356 4.867 -3.581
H 2.317 5.399 -1.547
H 0.785 5.295 -0.649
H 1.126 2.722 -0.596
H 2.330 3.693 0.248
H 2.725 2.079 -2.306
H 3.758 3.495 -2.014
H 4.372 1.026 -0.993
H 3.106 1.479 0.174
H 4.710 3.808 0.032
H 4.541 2.679 1.391
H 6.923 2.889 0.939
H 6.633 2.544 -0.826
H 8.334 0.433 0.178
H 7.101 -0.812 -0.290
H 7.378 0.604 -1.318
C -0.397 8.593 -2.603
Cl -0.611 10.276 -2.097
Cl 1.306 8.305 -2.985
Cl -0.898 7.516 -1.297
Cl -1.384 8.278 -4.037
C -6.834 -4.426 2.003
Cl -6.964 -5.817 0.917
Cl -6.947 -2.948 1.066
Cl -8.145 -4.486 3.205
Cl -5.274 -4.481 2.835
C -5.195 -8.113 -1.957
Cl -5.040 -7.582 -3.637
Cl -6.859 -7.845 -1.408
Cl -4.803 -9.841 -1.846
Cl -4.084 -7.188 -0.944
C -2.087 -1.049 6.943
Cl -2.210 0.276 8.117
Cl -3.711 -1.602 6.510
Cl -1.248 -0.484 5.496
Cl -1.182 -2.391 7.668
C 8.931 5.079 -1.474
Cl 7.285 5.521 -1.956
Cl 9.307 3.455 -2.076
Cl 10.076 6.239 -2.160
Cl 9.059 5.100 0.293
C -6.474 1.274 -3.772
Cl -6.570 3.004 -3.386
Cl -4.831 0.876 -4.276
Cl -6.905 0.326 -2.357
Cl -7.598 0.909 -5.100
C -6.484 -10.335 2.261
Cl -7.744 -9.431 3.113
Cl -5.553 -9.233 1.250
Cl -5.414 -11.110 3.440
Cl -7.236 -11.576 1.243
C 4.896 -0.779 4.652
Cl 3.203 -0.540 4.197
Cl 5.397 -2.431 4.253
Cl 5.902 0.370 3.762
Cl 5.084 -0.510 6.394
*
```

Computed properties:
* calculated total energy: -16977.77116 Eh

Here are the Mulliken charges for atoms 1 to 8, given in e: number 1, C, carries 0.8943; number 2, C, carries -1.0863; number 3, O, carries -0.5335; number 4, N, carries 1.9093; number 5, C, carries -1.3889; number 6, O, carries -0.3936; number 7, C, carries 0.2502; number 8, C, carries 0.1707


3.
ORCA calculation (ωB97M-V/def2-TZVPD) on a cluster of 2 separate species, C7H17N3P in total in a non-equilibrium geometry.

ORCA input file:
```
! RIJCOSX wB97M-V def2-TZVPD def2/J DEFGRID3
* xyz 1 1
C -1.993 -1.056 0.835
C -1.569 0.418 1.122
C -1.122 0.462 -1.447
C -0.499 -0.828 -1.012
C -0.186 -2.787 0.056
C -0.474 2.332 -0.090
C 4.103 0.568 0.348
N 1.396 0.488 0.040
N -1.097 -1.663 -0.172
N -1.497 1.236 -0.150
P 2.585 -0.369 -0.229
H -1.815 -1.774 1.595
H -2.918 -1.228 0.386
H -2.262 0.988 1.644
H -0.562 0.619 1.565
H -0.476 0.958 -1.995
H -1.953 0.145 -1.966
H 0.264 -1.039 -1.692
H 0.683 -2.497 0.582
H -0.875 -3.470 0.655
H 0.132 -3.341 -0.845
H 0.469 1.936 0.219
H -0.263 2.695 -1.180
H -0.962 3.055 0.558
H 3.834 1.667 0.747
H 4.695 -0.027 1.116
H 4.765 0.761 -0.545
H -2.406 1.751 -0.145
*
```

Computed properties:
* ΔE to the lowest compared entry with this formula, charge and spin: 4.738 eV
* calculated total energy: -782.09018 Eh

Here are the natural (NBO) charges for atoms 1 to 8, given in e: number 1, C, carries -0.2396; number 2, C, carries -0.2354; number 3, C, carries -0.2507; number 4, C, carries 0.2818; number 5, C, carries -0.4187; number 6, C, carries -0.4517; number 7, C, carries -1.0351; number 8, N, carries -1.2975


4.
ORCA calculation (ωB97M-V/def2-TZVPD) on a cluster of 5 separate species, C64H42BrNO10P in total in a non-equilibrium geometry.

ORCA input file:
```
! RIJCOSX wB97M-V def2-TZVPD def2/J DEFGRID3
* xyz 1 1
C 2.585 1.958 3.025
P 0.920 2.719 2.654
C -0.446 1.403 2.832
C 0.779 3.284 0.870
C 0.733 2.432 -0.303
N 0.584 2.962 -1.575
Br 0.485 1.727 -2.987
C 0.477 4.306 -1.820
C 0.516 5.268 -0.742
C 0.675 4.740 0.625
C 0.694 5.767 1.792
O 1.498 5.767 2.675
O -0.282 6.767 1.794
H 3.454 2.550 2.653
H 2.648 0.875 2.719
H 2.674 1.947 4.149
H -0.659 1.352 3.924
H -0.041 0.450 2.413
H -1.313 1.781 2.229
H 0.783 1.327 -0.191
H 0.325 4.697 -2.856
H 0.408 6.364 -0.939
H 0.218 7.590 1.982
C 3.562 1.169 -2.868
C 3.658 -0.029 -2.166
C 4.476 -1.044 -2.635
C 5.193 -0.872 -3.816
C 5.077 0.320 -4.532
C 4.268 1.344 -4.048
C 5.798 0.501 -5.819
O 5.698 1.542 -6.439
C 6.630 -0.613 -6.335
C 7.265 -0.482 -7.566
C 8.056 -1.513 -8.052
C 8.224 -2.676 -7.305
C 7.588 -2.814 -6.080
C 6.782 -1.788 -5.595
C 6.080 -1.961 -4.301
O 6.219 -2.977 -3.648
H 2.933 1.963 -2.497
H 3.095 -0.170 -1.250
H 4.550 -1.973 -2.081
H 4.186 2.277 -4.595
H 7.141 0.422 -8.150
H 8.546 -1.411 -9.013
H 8.847 -3.478 -7.682
H 7.718 -3.723 -5.504
C 2.919 -4.207 -3.576
C 1.950 -3.401 -4.168
C 0.653 -3.399 -3.678
C 0.315 -4.212 -2.600
C 1.280 -5.038 -2.022
C 2.586 -5.024 -2.506
C 0.923 -5.947 -0.903
O 1.764 -6.663 -0.397
C -0.480 -5.971 -0.421
C -0.845 -6.858 0.588
C -2.152 -6.879 1.055
C -3.098 -6.007 0.523
C -2.741 -5.125 -0.487
C -1.434 -5.110 -0.968
C -1.072 -4.188 -2.072
O -1.899 -3.427 -2.541
H 3.935 -4.200 -3.955
H 2.209 -2.772 -5.013
H -0.097 -2.767 -4.139
H 3.343 -5.653 -2.052
H -0.112 -7.536 1.008
H -2.435 -7.574 1.837
H -4.116 -6.020 0.893
H -3.481 -4.452 -0.901
C -2.572 -11.184 7.511
C -2.812 -11.029 6.149
C -3.099 -9.775 5.632
C -3.159 -8.670 6.477
C -2.942 -8.830 7.847
C -2.637 -10.088 8.359
C -3.050 -7.671 8.768
O -2.857 -7.808 9.960
C -3.407 -6.343 8.208
C -3.569 -5.258 9.065
C -3.890 -4.010 8.551
C -4.041 -3.839 7.178
C -3.886 -4.918 6.321
C -3.578 -6.175 6.834
C -3.449 -7.330 5.910
O -3.585 -7.181 4.710
H -2.338 -12.163 7.912
H -2.773 -11.889 5.490
H -3.281 -9.658 4.570
H -2.454 -10.214 9.419
H -3.450 -5.386 10.134
H -4.021 -3.168 9.221
H -4.285 -2.862 6.777
H -4.009 -4.781 5.253
C -2.917 10.819 -5.444
C -3.941 11.699 -5.103
C -4.375 11.785 -3.788
C -3.794 10.984 -2.810
C -2.783 10.085 -3.157
C -2.339 10.014 -4.475
C -2.188 9.190 -2.135
O -1.302 8.404 -2.434
C -2.695 9.258 -0.743
C -2.185 8.384 0.210
C -2.639 8.444 1.520
C -3.600 9.385 1.884
C -4.115 10.255 0.933
C -3.671 10.187 -0.384
C -4.253 11.098 -1.402
O -5.093 11.917 -1.090
H -2.574 10.760 -6.471
H -4.400 12.318 -5.864
H -5.168 12.475 -3.526
H -1.547 9.327 -4.746
H -1.437 7.654 -0.067
H -2.245 7.761 2.260
H -3.949 9.436 2.908
H -4.866 10.982 1.218
*
```

Computed properties:
* ΔE to the lowest compared entry with this formula, charge and spin: 0.000 eV
* calculated total energy: -6186.35240 Eh

Here are the Mulliken charges for atoms 1 to 8, given in e: number 1, C, carries -1.0410; number 2, P, carries 0.3390; number 3, C, carries -1.0261; number 4, C, carries 0.0756; number 5, C, carries 0.0307; number 6, N, carries -0.0672; number 7, Br, carries 0.1720; number 8, C, carries -0.3703


5.
ORCA calculation (ωB97M-V/def2-TZVPD) on an isolated molecule of C5H2Cl2 in a non-equilibrium geometry.

ORCA input file:
```
! RIJCOSX wB97M-V def2-TZVPD def2/J DEFGRID3
* xyz 0 3
C 0.232 -0.934 0.747
C 0.195 0.887 -1.017
C 1.168 -1.742 0.073
C 1.545 0.753 -1.501
C -0.291 0.036 -0.027
Cl 0.947 -3.276 -0.823
Cl 2.305 -0.773 -1.224
H -0.111 -1.287 1.681
H -0.494 1.681 -1.256
*
```

Computed properties:
* <S²>: 2.0478
* calculated total energy: -1111.76895 Eh

Here are the natural (NBO) charges for atoms 1 to 8, given in e: number 1, C, carries -0.4841; number 2, C, carries -0.4747; number 3, C, carries 0.0080; number 4, C, carries -0.1726; number 5, C, carries 0.2112; number 6, Cl, carries 0.0093; number 7, Cl, carries 0.3988; number 8, H, carries 0.2615


6.
ORCA calculation (ωB97M-V/def2-TZVPD) on an isolated molecule of C17H19N3O3S in a non-equilibrium geometry.

ORCA input file:
```
! RIJCOSX wB97M-V def2-TZVPD def2/J DEFGRID3
* xyz 0 1
C 1.987 -1.608 -4.393
C 2.847 -2.139 -3.247
C 3.742 -3.280 -3.716
C 1.994 -2.512 -2.018
C 2.017 -1.250 -1.162
C 2.088 -1.485 0.347
C 0.798 -2.092 0.856
O 0.662 -3.248 1.204
N -0.250 -1.235 0.825
N -1.507 -1.652 1.283
C -2.256 -0.721 1.931
N -2.041 0.545 1.844
C -3.012 1.275 2.479
C -2.922 2.729 2.468
C -1.768 3.338 1.973
C -1.656 4.714 1.943
C -2.694 5.506 2.407
C -3.844 4.912 2.899
C -3.961 3.536 2.931
C -3.983 0.518 3.064
S -3.701 -1.172 2.827
C 3.273 -0.524 -1.660
O 3.807 0.402 -1.123
O 3.698 -1.066 -2.795
H 1.343 -0.803 -4.045
H 1.370 -2.405 -4.798
H 2.626 -1.220 -5.182
H 4.413 -3.583 -2.917
H 3.131 -4.130 -4.010
H 4.339 -2.960 -4.565
H 0.989 -2.810 -2.307
H 2.454 -3.339 -1.475
H 1.162 -0.603 -1.389
H 2.902 -2.174 0.579
H 2.287 -0.533 0.843
H -0.178 -0.232 0.722
H -1.464 -2.605 1.634
H -0.965 2.714 1.614
H -0.757 5.171 1.557
H -2.608 6.583 2.383
H -4.657 5.526 3.259
H -4.866 3.086 3.309
H -4.840 0.829 3.624
*
```

Computed properties:
* ΔE to the lowest compared entry with this formula, charge and spin: 0.666 eV
* SMILES: CC1(C)C[C@@H](CC(=O)NNc2nc(-c3ccccc3)cs2)C(=O)O1
* calculated total energy: -1447.41334 Eh

Here are the natural (NBO) charges for atoms 1 to 8, given in e: number 1, C, carries -0.6280; number 2, C, carries 0.2646; number 3, C, carries -0.6189; number 4, C, carries -0.4346; number 5, C, carries -0.3263; number 6, C, carries -0.4816; number 7, C, carries 0.6574; number 8, O, carries -0.6295


7.
ORCA calculation (ωB97M-V/def2-TZVPD) on a structure of composition C67H54CdN2P2Se2SiTe in a non-equilibrium geometry.

ORCA input file:
```
! RIJCOSX wB97M-V def2-TZVPD def2/J DEFGRID3
* xyz 0 1
Cd -0.951 -1.345 0.432
C 0.498 -3.499 3.338
Si 0.831 -2.143 2.030
C 1.550 -0.733 3.117
C 2.614 -1.084 3.954
C 3.203 -0.183 4.821
C 2.723 1.116 4.881
C 1.671 1.491 4.066
C 1.078 0.585 3.179
P -0.283 1.169 2.071
C 0.212 2.931 1.955
C -0.678 3.981 2.151
C -0.238 5.294 2.050
C 1.080 5.567 1.729
C 1.961 4.522 1.483
C 1.531 3.215 1.591
C -1.700 1.325 3.242
C -2.914 0.773 2.845
C -4.046 0.890 3.640
C -3.973 1.563 4.847
C -2.763 2.110 5.259
C -1.634 1.996 4.463
C 2.340 -2.815 1.054
C 2.969 -4.002 1.440
C 4.023 -4.544 0.725
C 4.457 -3.927 -0.438
C 3.849 -2.754 -0.851
C 2.806 -2.190 -0.119
P 2.073 -0.575 -0.638
C 3.487 0.532 -0.231
C 3.662 1.745 -0.902
C 4.715 2.588 -0.586
C 5.607 2.238 0.420
C 5.418 1.059 1.122
C 4.367 0.212 0.802
C 2.266 -0.721 -2.465
C 1.170 -1.225 -3.160
C 1.206 -1.367 -4.539
C 2.339 -0.992 -5.243
C 3.447 -0.516 -4.558
C 3.417 -0.382 -3.179
H 1.402 -3.768 3.888
H 0.106 -4.401 2.863
H -0.232 -3.162 4.071
H 2.993 -2.100 3.917
H 4.030 -0.491 5.448
H 3.173 1.841 5.548
H 1.331 2.516 4.108
H -1.711 3.778 2.404
H -0.931 6.107 2.228
H 1.423 6.592 1.667
H 2.990 4.727 1.212
H 2.228 2.399 1.439
H -2.976 0.223 1.917
H -4.978 0.450 3.307
H -4.854 1.667 5.468
H -2.702 2.635 6.203
H -0.705 2.433 4.802
H 2.628 -4.520 2.328
H 4.498 -5.454 1.068
H 5.266 -4.351 -1.019
H 4.187 -2.279 -1.762
H 2.971 2.020 -1.686
H 4.848 3.516 -1.129
H 6.450 2.878 0.647
H 6.098 0.789 1.920
H 4.236 -0.714 1.346
H 0.281 -1.515 -2.614
H 0.340 -1.754 -5.060
H 2.359 -1.064 -6.323
H 4.343 -0.241 -5.100
H 4.293 -0.011 -2.663
Se -5.430 -2.951 0.485
Se -3.380 -3.801 1.079
C -3.342 -3.289 2.955
C -4.058 -4.024 3.893
C -3.992 -3.625 5.217
C -3.200 -2.536 5.549
C -2.500 -1.894 4.542
N -2.581 -2.253 3.261
C -5.006 -1.290 -0.418
C -5.646 -1.015 -1.619
C -5.323 0.162 -2.271
C -4.426 1.036 -1.677
C -3.891 0.690 -0.449
N -4.154 -0.464 0.162
H -4.642 -4.878 3.580
H -4.544 -4.160 5.979
H -3.123 -2.196 6.573
H -1.843 -1.058 4.759
H -6.372 -1.709 -2.020
H -5.767 0.398 -3.230
H -4.152 1.970 -2.147
H -3.230 1.372 0.076
Te -0.071 1.902 -1.581
C -0.310 4.032 -1.640
C -1.548 4.612 -1.393
C -1.697 5.992 -1.408
C -0.607 6.805 -1.678
C 0.630 6.230 -1.934
C 0.778 4.852 -1.909
C 0.045 1.879 -3.718
C -1.050 1.452 -4.460
C -1.019 1.496 -5.846
C 0.112 1.960 -6.502
C 1.217 2.358 -5.766
C 1.183 2.318 -4.379
H -2.403 3.980 -1.184
H -2.666 6.429 -1.204
H -0.720 7.882 -1.694
H 1.488 6.859 -2.139
H 1.752 4.413 -2.090
H -1.930 1.075 -3.954
H -1.884 1.177 -6.415
H 0.136 2.008 -7.583
H 2.109 2.705 -6.272
H 2.057 2.630 -3.820
C -1.653 -2.143 -1.454
C -1.725 -3.198 -2.059
C -1.752 -4.450 -2.754
C -1.792 -4.534 -4.146
C -1.716 -5.767 -4.774
C -1.606 -6.931 -4.027
C -1.589 -6.859 -2.640
C -1.662 -5.631 -2.007
H -1.874 -3.626 -4.730
H -1.733 -5.823 -5.855
H -1.528 -7.891 -4.520
H -1.508 -7.766 -2.055
H -1.635 -5.565 -0.928
*
```

Computed properties:
* ΔE to the lowest compared entry with this formula, charge and spin: 0.782 eV
* calculated total energy: -8905.83382 Eh

Here are the Mulliken charges for atoms 1 to 8, given in e: number 1, Cd, carries 3.3058; number 2, C, carries -1.2270; number 3, Si, carries 0.4909; number 4, C, carries 0.0845; number 5, C, carries -0.2332; number 6, C, carries -1.0051; number 7, C, carries -1.1399; number 8, C, carries -0.2096


8.
ORCA calculation (ωB97M-V/def2-TZVPD) on the ion CH5FNO with charge +1 in a non-equilibrium geometry.

ORCA input file:
```
! RIJCOSX wB97M-V def2-TZVPD def2/J DEFGRID3
* xyz 1 1
N -0.051 0.680 -0.673
C -0.153 -0.653 -0.022
O -0.359 -0.363 1.484
F 0.881 -0.259 2.072
H -0.975 1.021 -0.980
H 0.593 0.674 -1.478
H 0.312 1.351 0.030
H -1.025 -1.227 -0.323
H 0.776 -1.223 -0.109
*
```

Computed properties:
* ΔE to the lowest compared entry with this formula, charge and spin: 0.106 eV
* SMILES: [NH3+]COF
* calculated total energy: -270.54181 Eh

Here are the natural (NBO) charges for atoms 1 to 8, given in e: number 1, N, carries -0.7032; number 2, C, carries 0.0294; number 3, O, carries -0.1175; number 4, F, carries -0.1062; number 5, H, carries 0.4618; number 6, H, carries 0.4619; number 7, H, carries 0.4750; number 8, H, carries 0.2514